# 1
# C20H15LiN2O7S

A structure of composition C20H15LiN2O7S (ωB97M-V with the def2-TZVPD basis set, the OMol25 dataset).

Values from the calculation:
HOMO energy in eV: -0.62
Molecular weight in u: 434.35
Net charge: -2
Electronic energy in Eh: -1813.14583
LUMO level in hartree: 0.1548
Energy relative to the best compared isomer or geometry (same formula, charge and spin) in kJ/mol: 0.00

```
46
Properties=species:S:1:pos:R:3:forces:R:3
Li -0.596217 0.431927 -0.432477 -0.231 0.243 0.418
O -2.611596 1.939662 -0.364605 0.140 0.715 0.312
C -2.669931 2.551002 0.890863 -0.141 0.000 -0.275
C -1.564171 2.179458 1.858652 -0.086 -0.027 -0.028
C -1.555906 2.708476 3.147979 0.078 -0.058 0.106
C -0.567630 2.304313 4.026394 -0.075 0.006 -0.078
C 0.376530 1.380963 3.599647 0.042 -0.006 -0.011
C 0.293206 0.917189 2.298916 0.044 0.105 0.138
N -0.643816 1.325631 1.448731 0.153 -0.101 -0.215
H -2.700398 0.958090 -0.267589 0.021 -0.003 -0.181
H -3.626905 2.340149 1.391221 0.025 -0.001 0.004
H -2.619014 3.632921 0.724907 -0.042 0.030 0.036
H -2.326172 3.406538 3.454665 -0.014 -0.006 -0.019
H -0.542203 2.688522 5.039567 0.000 0.009 0.007
H 1.148715 1.017584 4.263816 0.000 -0.027 -0.013
H 0.994943 0.186593 1.914929 -0.006 0.002 0.056
O 1.616092 3.246219 -0.193099 -0.015 -0.067 -0.028
C 2.585494 3.051102 -0.886636 0.077 0.371 0.105
C 2.918278 1.886805 -1.697162 -0.107 -0.337 -0.101
C 4.133005 1.914192 -2.357441 0.089 -0.008 -0.052
C 4.566171 0.852313 -3.139170 -0.545 -0.058 0.282
C 3.750593 -0.300352 -3.260895 0.223 0.088 -0.081
C 2.551006 -0.357558 -2.633740 -0.045 -0.016 0.022
C 2.042709 0.729917 -1.823411 -0.029 0.000 -0.026
O 0.921120 0.647693 -1.292168 0.565 0.110 -0.231
N 5.810398 0.919064 -3.802707 0.459 0.079 -0.205
O 6.502613 1.930428 -3.688314 -0.032 0.114 0.073
O 6.177170 -0.036576 -4.483333 -0.073 -0.155 -0.042
H 3.371764 3.844749 -0.950217 0.019 -0.045 -0.014
H 4.775778 2.781433 -2.267314 -0.024 0.029 0.026
H 4.115709 -1.120096 -3.863277 -0.041 -0.032 -0.001
H 1.911138 -1.227323 -2.710909 0.022 -0.006 -0.017
O -4.226645 -0.721948 -0.007144 0.126 0.020 -0.052
C -3.081332 -1.189796 -0.048263 -0.072 -0.502 0.268
O -2.038894 -0.544444 -0.395415 -0.524 -0.483 -0.223
C -2.872178 -2.654547 0.285578 0.031 -0.105 0.044
C -3.436699 -3.590278 -0.570420 -0.042 0.025 -0.022
C -3.271876 -4.956352 -0.376044 -0.053 -0.066 -0.087
C -2.528299 -5.387364 0.715991 0.034 -0.001 0.049
C -1.977001 -4.467872 1.592577 -0.146 -0.084 -0.210
C -2.131261 -3.077182 1.417140 0.099 0.069 0.046
S -1.445845 -1.979878 2.577131 0.073 0.091 0.166
H -4.023221 -3.230013 -1.410215 0.002 0.003 0.014
H -3.716261 -5.671512 -1.060803 0.005 0.025 -0.009
H -2.380362 -6.450886 0.885100 0.002 0.011 0.019
H -1.408602 -4.808957 2.448968 0.015 0.045 0.027
```
Positions in Å, forces in eV/Å.

---

# 2
# C5H14IN5

The ion C5H14IN5 with charge +2 at a distorted geometry (ωB97M-V with the def2-TZVPD basis set, the OMol25 dataset).

Values from the calculation:
HOMO energy in eV: -16.84
Molecular weight in u: 271.11
Net charge: +2
Electronic energy in Eh: -769.76043
LUMO level in hartree: -0.3213
Energy relative to the best compared isomer or geometry (same formula, charge and spin) in kJ/mol: 0.00

```
25
Properties=species:S:1:pos:R:3:forces:R:3
C -0.481809 -1.824699 1.403907 -0.451 -2.805 1.727
C 0.714864 -0.952010 -0.488178 -0.585 0.480 -0.820
C -0.795928 3.420927 -0.567892 -0.223 0.948 -1.736
C -0.536520 2.064639 -1.155888 5.639 1.378 -0.230
C 0.816281 1.447796 -0.386539 -2.106 3.217 -0.265
N -1.672202 -2.084593 1.934527 2.318 -2.483 1.999
N 0.550420 -2.611726 1.727433 -1.262 -1.899 1.437
N 1.227154 0.213293 -0.868525 1.446 -4.035 -2.090
N 0.913910 -2.137711 -1.059373 0.734 0.419 0.133
N -0.302434 -0.935906 0.456657 -1.364 4.068 -1.170
I 2.511322 0.115466 -2.672211 -1.016 0.393 1.467
H -1.341183 4.007329 -1.327387 -0.370 -0.321 0.439
H -1.356050 3.429771 0.345075 -0.004 0.082 0.610
H 0.120985 3.989167 -0.568050 0.429 0.158 0.818
H -0.023657 2.224249 -2.150132 -1.407 -0.335 0.495
H -1.409909 1.527486 -1.200452 -1.752 -2.023 -0.193
H 1.637564 2.199916 -0.494722 -0.826 -0.640 -0.019
H 0.589860 1.404821 0.655693 0.117 -0.197 1.003
H -1.782811 -2.808635 2.699954 0.571 1.313 -1.218
H -2.492801 -1.616327 1.791445 -2.283 1.714 -1.055
H 0.416184 -3.478614 2.311712 -0.023 1.500 -0.837
H 1.495244 -2.326802 1.691892 0.917 0.555 -0.357
H 1.788628 -2.195879 -1.544786 0.187 -0.677 -0.606
H 0.355295 -2.979891 -0.887373 0.462 0.731 0.025
H -0.942407 -0.092068 0.353210 0.852 -1.542 0.442
```
Positions in Å, forces in eV/Å.

---

# 3
# C4H11NO

A structure of composition C4H11NO at a distorted geometry (ωB97M-V with the def2-TZVPD basis set, the OMol25 dataset).

Values from the calculation:
HOMO energy in eV: -9.64
Molecular weight in u: 89.14
Electronic energy in Eh: -288.89913
LUMO level in hartree: 0.0197
Energy relative to the best compared isomer or geometry (same formula, charge and spin) in kJ/mol: 309.51

```
17
Properties=species:S:1:pos:R:3:forces:R:3
C -1.823403 -0.759859 -0.279268 -0.226 0.550 -0.212
C -0.557822 -0.423046 0.477991 2.090 -0.921 -1.322
C -0.168141 1.006638 0.691753 -1.486 1.640 -2.432
C 0.561055 -1.235294 -0.232473 1.500 -0.117 0.582
H -2.649153 -0.360824 0.289150 -0.665 -0.169 0.027
H -1.831980 -1.842612 -0.297318 -0.585 -0.313 -0.075
H -1.931273 -0.399224 -1.341187 0.606 -0.091 1.151
H -0.545753 -0.824492 1.468766 -0.767 -0.342 0.931
H -1.034192 1.386421 1.204429 -0.283 0.758 0.397
H 0.647573 1.046344 1.366715 0.960 0.367 0.623
H -0.062363 2.865352 -0.362388 -0.174 -0.460 0.185
H 1.015789 1.758231 -0.898821 -1.771 -0.046 0.400
H 0.210732 -1.135761 -1.291119 1.242 -0.777 0.520
H 0.661473 -2.359401 0.204903 -0.421 2.575 -1.384
H 2.032497 -0.094547 1.027297 -0.582 -2.551 -5.530
N 0.001015 1.870263 -0.593751 1.884 -1.263 1.156
O 1.926176 -0.582746 -0.145274 -1.323 1.160 4.984
```
Positions in Å, forces in eV/Å.

---

# 4
# C3H8N2O

An isolated molecule of C3H8N2O at a distorted geometry (ωB97M-V with the def2-TZVPD basis set, the OMol25 dataset).

Values from the calculation:
HOMO energy in eV: -9.11
Molecular weight in u: 88.11
Electronic energy in Eh: -303.76111
LUMO level in hartree: 0.0342
Energy relative to the best compared isomer or geometry (same formula, charge and spin) in kJ/mol: 343.99

```
14
Properties=species:S:1:pos:R:3:forces:R:3
C -1.637872 0.008885 -0.324720 -1.935 0.259 1.289
C -0.824520 1.123065 0.376966 1.280 -0.834 -1.867
C 2.357308 -0.441158 -0.047767 -1.988 -0.144 0.728
H -0.374040 -1.417012 0.234372 -2.650 0.274 -0.407
H -1.345874 0.231847 -1.341114 -0.292 -0.637 -0.730
H -2.759280 0.124618 -0.202841 1.256 0.182 -0.192
H -1.198769 2.160962 0.129011 0.521 -1.250 0.098
H -0.630042 1.014311 1.413783 -0.620 -0.080 1.245
H 1.129268 1.784101 -0.130450 -0.475 -2.389 -0.142
H 2.595421 -1.460162 0.137862 1.471 -0.459 0.053
H 3.024182 0.400083 -0.347555 -0.548 -0.875 0.113
N 0.552187 0.876130 -0.263593 -0.856 2.814 1.098
N 1.079711 -0.345147 0.154171 2.297 2.476 -1.378
O -1.404205 -1.337549 0.105752 2.539 0.663 0.093
```
Positions in Å, forces in eV/Å.

---

The lowest LUMO level belongs to which entry? C5H14IN5

---

What is the HOMO energy in the first record? -0.62 eV

---

Look up the electronic energy of the third one. -288.89913 Eh

---

What is the formula in the second record? C5H14IN5